# 1
{
  "formula": "C12H21Br6NO6",
  "method": "ωB97M-V with the def2-TZVPD basis set",
  "orbital_gap_ev": 10.197,
  "charge": 0,
  "homo_ha": -0.366,
  "largest_force_ev_per_a": 6.84,
  "elements": ["C", "C", "C", "C", "N", "H", "H", "H", "H", "H", "H", "H", "C", "O", "C", "O", "O", "C", "H", "H", "H", "H", "H", "H", "C", "O", "C", "O", "O", "C", "H", "H", "H", "H", "H", "H", "C", "Br", "Br", "Br", "H", "C", "Br", "Br", "Br", "H"],
  "positions_angstrom": [[-3.31361, 3.22084, -2.77235], [-3.20036, 3.77055, -1.31131], [-1.86106, 4.43261, -1.06194], [-1.77062, 4.74600, 0.41207], [-1.87344, 4.90414, 1.54874], [-3.24970, 4.04510, -3.51388], [-4.16337, 2.53267, -2.90770], [-2.37112, 2.60132, -2.95437], [-3.40184, 3.00372, -0.56895], [-3.84004, 4.62177, -1.25459], [-1.79013, 5.39816, -1.52256], [-0.91669, 3.84312, -1.28561], [5.79335, -4.18169, 4.33036], [5.52667, -3.77972, 2.93574], [4.62783, -4.55996, 2.35194], [3.97579, -5.35541, 2.84587], [4.53398, -4.06902, 1.05080], [3.59310, -4.74835, 0.28158], [4.78270, -4.47954, 4.74325], [6.15230, -3.28827, 4.84212], [6.45389, -5.01549, 4.43209], [3.19257, -4.02407, -0.41941], [2.78564, -5.25691, 0.86868], [4.16493, -5.54484, -0.23348], [-3.50645, -0.99097, 0.03225], [-2.77619, -0.02018, 0.73435], [-2.02389, 0.76887, -0.10061], [-1.86951, 0.67074, -1.27755], [-1.26625, 1.60175, 0.65348], [-1.38834, 1.79843, 2.07793], [-4.45417, -0.99154, 0.56667], [-2.99835, -1.94740, -0.09374], [-3.55526, -0.54116, -0.96319], [-1.22512, 0.92508, 2.72799], [-2.43928, 2.04007, 2.31551], [-0.76845, 2.65363, 2.41288], [2.24727, 0.60573, 0.20261], [1.90642, 0.66448, -1.63062], [2.81386, 2.23548, 0.83212], [3.31229, -0.88630, 0.76550], [1.26413, 0.31588, 0.55628], [-1.37366, -0.22702, -4.05776], [-1.21849, -1.82327, -3.05121], [-3.06342, -0.35824, -4.91476], [-0.00806, 0.09619, -5.30250], [-1.43984, 0.59301, -3.32273]],
  "forces_ev_per_angstrom": [[1.9609, -0.6315, 0.4331], [0.3951, -0.2561, -1.8956], [2.0282, -0.5579, 1.9863], [-0.4679, -0.3754, -0.4102], [0.2702, 0.0966, -0.4369], [-0.4877, -0.5318, 0.4191], [0.1908, 0.6237, -0.0914], [-1.2303, 0.6212, 0.1302], [-0.2019, 0.1286, 0.0153], [-1.2819, 0.1387, 0.5657], [0.0809, 0.3813, -0.7337], [-1.2746, 0.4341, -0.0458], [-2.5287, 0.8839, -0.1178], [1.3120, -0.5055, 1.4198], [2.5289, 5.3130, -3.4852], [-3.0511, -4.3759, 1.9594], [0.3154, -0.2612, 2.3591], [-0.4610, -1.5962, -0.7697], [1.3100, 0.3512, -0.1212], [0.0974, -0.2092, -0.2045], [0.5688, -0.4063, -0.3479], [-0.1544, -0.1318, -0.1478], [0.6710, 0.7385, -0.3545], [-0.6438, 0.2673, -0.2005], [-0.7919, 0.5589, -1.0591], [1.6557, 1.3061, -0.5192], [1.2951, -0.4741, 3.3899], [-0.5587, 0.3319, -0.1303], [0.3371, 0.2243, -0.5465], [-1.5657, 0.1016, 0.9632], [-0.1228, -0.7150, -0.4248], [-0.0165, 0.0098, 0.5688], [-0.9314, -0.7590, -0.1853], [0.5654, -0.1149, -0.8240], [0.3974, 0.2600, -0.2528], [-0.2174, -0.6587, -0.7637], [-1.3272, -1.6840, 0.3339], [0.0976, -0.0955, -1.7939], [0.4992, 1.4054, 0.8521], [0.5302, -0.2323, -0.0346], [0.1046, 0.5811, 0.5999], [-0.7734, 0.6189, 0.9835], [0.7720, -0.7967, 0.4384], [-0.8805, 0.4092, -0.5849], [0.7650, 0.0914, -0.3295], [0.2200, -0.5076, -0.6065]]
}

---

# 2
{
  "formula": "C12H36N6O5P2V",
  "method": "ωB97M-V with the def2-TZVPD basis set",
  "orbital_gap_ev": [8.557, 8.978],
  "charge": 2,
  "homo_ha": [-0.521, -0.534],
  "largest_force_ev_per_a": 1.30,
  "multiplicity": 4,
  "elements": ["V", "C", "N", "C", "P", "O", "O", "P", "O", "N", "C", "C", "N", "C", "C", "N", "C", "C", "H", "H", "H", "H", "H", "H", "H", "H", "H", "H", "H", "H", "H", "H", "H", "H", "H", "H", "H", "H", "H", "H", "H", "H", "O", "O", "C", "C", "C", "C", "N", "N", "H", "H", "H", "H", "H", "H", "H", "H", "H", "H", "H", "H"],
  "positions_angstrom": [[0.39598, 0.09533, -1.10696], [-4.36885, -2.46557, -0.72969], [-2.93737, -2.53825, -0.40762], [-2.50061, -3.79379, 0.22788], [-1.86166, -1.50137, -0.98643], [-0.57189, -1.45775, -0.20115], [-2.60979, -0.07240, -0.91172], [-1.94631, 1.41195, -1.05462], [-0.82083, 1.43223, -2.06375], [-1.11848, 1.49006, 0.38821], [-1.70212, 1.00939, 1.65426], [-0.31378, 2.72207, 0.59559], [-3.20934, 2.30644, -1.44719], [-4.45954, 2.24745, -0.67866], [-3.16926, 3.29966, -2.53451], [-1.36889, -1.53081, -2.56855], [-2.29586, -1.16991, -3.65556], [-0.50235, -2.66950, -2.95429], [-4.64825, -3.26636, -1.41512], [-4.61579, -1.50793, -1.18170], [-4.94167, -2.57342, 0.19076], [-2.69197, -4.64084, -0.43116], [-3.05860, -3.92880, 1.15353], [-1.44095, -3.74768, 0.46634], [-2.25308, 0.08623, 1.50458], [-2.35754, 1.76533, 2.09100], [-0.88260, 0.81461, 2.34352], [0.06998, 3.09073, -0.35380], [0.52891, 2.46379, 1.23134], [-0.91769, 3.49737, 1.07013], [-4.38791, 1.51584, 0.12449], [-5.27790, 1.96043, -1.33904], [-4.67590, 3.22357, -0.24584], [-2.19612, 3.29017, -3.01719], [-3.36466, 4.29364, -2.13423], [-3.93425, 3.05192, -3.26997], [-2.97686, -0.38348, -3.34025], [-2.87427, -2.03763, -3.97984], [-1.71402, -0.80248, -4.49912], [0.17802, -2.92756, -2.14438], [0.07896, -2.37987, -3.82841], [-1.09697, -3.54828, -3.21299], [2.05274, 0.37649, -0.90163], [2.09174, 0.69813, 0.45698], [3.73045, -0.87349, 2.93894], [4.93921, -0.02985, 2.55463], [6.10933, -0.91846, 2.12833], [5.34297, 0.89718, 3.70408], [4.50830, 0.79692, 1.41058], [5.37796, 1.55115, 0.77526], [3.98375, -1.48842, 3.80063], [3.43482, -1.52901, 2.11966], [2.88087, -0.24294, 3.20417], [6.38114, -1.56519, 2.96128], [6.99593, -0.34015, 1.86485], [5.83570, -1.54495, 1.27963], [5.60961, 0.29274, 4.56985], [4.52134, 1.55627, 3.98397], [6.21386, 1.50697, 3.45642], [3.52281, 0.76403, 0.99255], [6.27187, 1.72568, 1.21193], [5.00774, 2.24242, 0.13999]],
  "forces_ev_per_angstrom": [[0.0586, 0.0788, 0.5795], [0.0025, -0.0317, -0.0411], [0.0543, -0.0557, -0.0173], [0.0008, 0.0147, 0.0385], [-0.1446, 0.1879, 0.1358], [0.0562, -0.0127, -0.1294], [-0.0108, -0.0507, -0.1103], [-0.2529, -0.4475, 0.1175], [-0.1036, -0.1823, -0.0195], [-0.2262, 0.1650, 0.0258], [0.0403, 0.0134, 0.0017], [-0.1495, 0.0672, 0.0274], [0.2277, 0.3635, 0.0510], [0.0058, 0.0092, 0.0139], [-0.0006, 0.0123, 0.0205], [0.1071, -0.0224, -0.0966], [-0.0065, 0.0602, 0.0099], [-0.0316, -0.0484, 0.0182], [0.0012, -0.0001, 0.0000], [-0.0007, 0.0001, -0.0001], [-0.0004, 0.0035, 0.0004], [0.0021, 0.0003, -0.0007], [-0.0021, -0.0006, -0.0013], [-0.0008, 0.0004, -0.0001], [-0.0028, -0.0034, 0.0047], [-0.0026, -0.0063, 0.0147], [0.0042, -0.0119, -0.0053], [0.0117, -0.0005, 0.0043], [0.0083, -0.0042, -0.0214], [-0.0099, 0.0057, -0.0157], [-0.0011, -0.0011, 0.0002], [-0.0012, 0.0018, 0.0008], [0.0012, 0.0003, 0.0023], [-0.0029, -0.0058, -0.0050], [0.0062, 0.0015, 0.0031], [-0.0031, 0.0084, 0.0006], [0.0096, 0.0093, -0.0032], [-0.0055, 0.0003, 0.0129], [0.0004, -0.0115, -0.0036], [0.0004, 0.0041, -0.0032], [-0.0031, 0.0002, 0.0005], [-0.0043, 0.0019, 0.0029], [1.1207, -0.1562, -0.6404], [-0.8796, 0.1390, 0.0027], [-0.0116, 0.0042, -0.0142], [0.0202, -0.0158, 0.0028], [-0.0129, -0.0087, -0.0039], [0.0012, -0.0022, -0.0088], [0.1097, 0.0781, -0.0178], [-0.0165, 0.0651, 0.0468], [-0.0012, -0.0006, 0.0016], [-0.0007, 0.0000, 0.0016], [0.0022, -0.0010, 0.0109], [0.0001, 0.0001, 0.0019], [-0.0003, 0.0012, -0.0002], [0.0022, 0.0012, -0.0011], [0.0043, -0.0004, -0.0007], [-0.0004, 0.0006, 0.0039], [-0.0026, 0.0025, 0.0019], [0.0285, -0.1740, 0.0411], [0.0019, -0.0109, -0.0040], [0.0027, -0.0352, -0.0373]]
}

---

# 3
{
  "formula": "C4H13N2S",
  "method": "ωB97M-V with the def2-TZVPD basis set",
  "orbital_gap_ev": 8.134,
  "charge": 1,
  "homo_ha": -0.435,
  "largest_force_ev_per_a": 1.41,
  "elements": ["C", "C", "S", "H", "H", "H", "H", "H", "H", "C", "N", "C", "N", "H", "H", "H", "H", "H", "H", "H"],
  "positions_angstrom": [[1.66674, -1.90080, -1.20810], [0.54473, -2.63250, -0.41402], [-0.80238, -3.35086, -1.46376], [1.20025, -1.28165, -1.99461], [2.37007, -2.61719, -1.66226], [2.26763, -1.21935, -0.54498], [0.97411, -3.45356, 0.18486], [0.10177, -1.90137, 0.26191], [-1.60940, -3.70144, -0.41212], [-1.71574, 3.22108, 0.34277], [-0.46240, 2.47127, 0.37172], [-0.36717, 1.30097, 0.99076], [0.70662, 0.55601, 1.11508], [-1.97612, 3.33213, -0.71847], [-1.61811, 4.19813, 0.81192], [-2.51529, 2.61579, 0.82266], [0.33159, 2.94145, -0.07397], [-1.33640, 0.91575, 1.36782], [1.59733, 0.90402, 0.84964], [0.64217, -0.39788, 1.37315]],
  "forces_ev_per_angstrom": [[-0.3202, -0.0444, 0.1092], [0.6327, -0.1852, 0.0422], [0.1592, 0.3037, 0.7444], [0.3554, -0.2298, 0.2128], [-0.3553, 0.3514, 0.0739], [-0.5446, -0.7216, -0.4748], [-0.1639, 0.4475, -0.1864], [-0.2805, -0.2015, 0.0459], [0.5009, 0.1593, -0.5950], [-0.8078, -0.5095, -0.5801], [0.6007, -0.7286, 0.9522], [-0.9747, 0.6649, -0.7732], [-0.6064, 1.1246, -0.1152], [-0.1174, 0.2060, 0.3664], [0.0317, -0.1403, 0.0754], [0.5787, 0.5610, -0.2150], [-0.1936, -0.5584, 0.3526], [0.8472, 0.0986, -0.1712], [0.7657, 0.1453, -0.3148], [-0.1077, -0.7430, 0.4505]]
}